Below is one molecule with the formula C3H5ClO, with properties calculated with ωB97M-V/def2-TZVPD.

Last column: natural (NBO) charge in e.
Atoms and positions in Å:
1 C -1.52617 0.88755 -0.30279  -0.41
2 C -0.45897 0.00361 -0.17534  -0.01
3 Cl -0.88853 -1.71028 -0.08991  -0.07
4 C 0.96653 0.02945 0.34659  -0.13
5 O 1.76396 -0.61065 -0.56337  -0.70
6 H -1.20657 1.97301 -0.21657  0.22
7 H -2.59882 0.53045 -0.23099  0.24
8 H 1.34197 1.07767 0.33228  0.20
9 H 1.12557 -0.60229 1.23235  0.20
10 H 1.48104 -1.57852 -0.33227  0.46

## Properties
SMILES: C=C(Cl)CO
Largest force on an atom in eV/Å: 4.114
Highest occupied orbital energy in eV: -9.745
Total charge: 0
E_LUMO in eV: 0.56
Kohn-Sham gap in eV: 10.309

=====

Below is C3H5ClS as an isolated structure, with properties calculated with ωB97M-V/def2-TZVPD.

Last column: natural (NBO) charge in e.
Atoms and positions in Å:
1 C 0.20029 -0.26114 -0.33018  -0.38
2 C 1.25002 0.20814 0.55276  -0.07
3 C -1.30444 0.22043 -0.16419  -0.63
4 S 0.68931 -2.05755 0.09330  -0.13
5 Cl 2.71604 0.89614 -0.09507  0.06
6 H 0.54294 -0.15196 -1.31021  0.23
7 H 1.18597 0.22251 1.68402  0.25
8 H -1.93177 0.19179 -1.15515  0.23
9 H -1.56323 1.19583 0.26106  0.22
10 H -1.78515 -0.46419 0.46367  0.22

## Properties
Largest force on an atom in eV/Å: 3.053
Highest occupied orbital energy (spin up / spin down) in eV: -8.760 / -8.761
Total charge: 0
E_LUMO (spin up / spin down) in eV: -0.91 / -0.91
Kohn-Sham gap (spin up / spin down) in eV: 7.850 / 7.851

=====

Results for ΔE to the lowest compared entry with this formula, charge and spin: 41.9; 37.3 (in kcal/mol, following the order of the records).